[1]
{"formula": "C9H21Cl2O2P2Re", "method": "wB97M-V/def2-TZVPD", "total_energy_ev": -59487.913, "spin_multiplicity": 4, "e_above_lowest_kcal_mol": 9.43, "largest_force_ev_per_a": 9.6, "e_homo_ev": [-20.31, -20.25], "total_charge": 3, "symbols": ["C", "C", "H", "H", "H", "O", "Cl", "Re", "P", "C", "C", "H", "H", "H", "H", "H", "H", "C", "H", "H", "H", "P", "C", "C", "H", "H", "H", "C", "H", "H", "H", "H", "H", "H", "C", "O", "Cl"], "positions_angstrom": [[1.6786, 3.1613, -1.7756], [1.2609, 1.7383, -1.5787], [0.9210, 3.8831, -1.4394], [2.3419, 3.3529, -2.7011], [2.5406, 3.4581, -1.1595], [0.4276, 1.3628, -0.7320], [2.6818, 0.6486, -1.8702], [-0.9166, -1.1445, 0.8717], [-1.3414, -1.3656, -1.5227], [-3.1638, -1.2088, -1.5988], [-0.9414, -0.4558, -3.0388], [-1.3843, -0.9829, -3.8879], [-1.1370, -3.0996, -3.2198], [0.1333, -0.4042, -3.2236], [0.1816, -3.1702, -1.9358], [-3.4070, -0.1453, -1.4995], [-1.3640, 0.5475, -2.9946], [-0.8832, -3.0210, -2.1397], [-3.5020, -1.5763, -2.5697], [-1.3092, -3.7892, -1.4963], [-3.6237, -1.7788, -0.7883], [0.7148, 0.1528, 2.0647], [-0.0768, 0.7789, 3.5967], [2.1172, -0.8225, 2.7755], [2.4784, 1.4553, 0.9248], [2.3662, 1.9464, 2.5352], [1.1482, 2.4731, 1.3750], [1.7404, 1.6261, 1.7011], [2.6675, -1.3075, 1.9643], [2.8101, -0.1861, 3.3639], [0.6497, 1.2319, 4.2840], [-0.6348, -0.0366, 4.0721], [1.7236, -1.6539, 3.3706], [-0.7496, 1.5998, 3.3321], [-2.5599, -0.3117, 1.4861], [-3.4573, 0.2558, 2.0215], [-0.1314, -3.2121, 1.4328]]}

[2]
{"formula": "C9H21N3O3Sn", "method": "wB97M-V/def2-TZVPD", "total_energy_ev": -26096.347, "spin_multiplicity": 1, "e_above_lowest_kcal_mol": 171.17, "largest_force_ev_per_a": 2.9, "e_homo_ev": -13.73, "total_charge": 2, "symbols": ["Sn", "C", "C", "O", "N", "C", "H", "H", "H", "H", "H", "H", "H", "C", "C", "O", "N", "C", "H", "H", "H", "H", "H", "H", "H", "C", "C", "O", "N", "C", "H", "H", "H", "H", "H", "H", "H"], "positions_angstrom": [[1.9723, -1.0107, -5.0827], [-2.9297, 0.6429, 1.9725], [-1.5494, 0.2691, 1.4692], [-1.2889, 0.0724, 0.3086], [-0.5470, 0.1777, 2.3121], [-0.5855, 0.5058, 3.7131], [-2.9959, 0.1589, 2.9469], [-3.7765, 0.2214, 1.4307], [-3.0888, 1.7050, 2.1594], [0.3598, -0.1251, 1.9864], [0.4233, 0.6712, 4.0916], [-0.9843, -0.2854, 4.3480], [-1.1588, 1.4087, 3.9234], [-1.0377, 6.5012, -4.1756], [-0.0060, 5.8648, -3.2813], [0.4685, 4.7629, -3.6130], [0.2897, 6.5392, -2.1666], [1.2529, 6.0393, -1.1627], [-0.7112, 7.5394, -4.2362], [-2.0793, 6.5008, -3.8544], [-1.1195, 6.0403, -5.1600], [-0.3748, 7.2189, -1.8251], [0.7814, 5.3029, -0.5119], [1.6007, 6.8706, -0.5494], [2.1575, 5.5480, -1.5210], [0.1855, -7.3997, -0.8251], [1.1796, -6.3918, -0.2088], [1.5417, -5.4237, -0.8407], [1.3909, -6.6247, 1.0941], [2.2949, -5.8787, 1.9745], [0.6684, -8.3702, -0.9395], [-0.0986, -7.0537, -1.8189], [-0.6465, -7.5913, -0.1476], [0.8863, -7.2982, 1.6525], [1.7717, -5.6024, 2.8900], [2.6084, -4.9940, 1.4204], [3.1452, -6.5123, 2.2270]]}